# 1
# C46H46BrF9IrOP2S6

A molecular structure, C46H46BrF9IrOP2S6 (the ωB97M-V functional and the def2-TZVPD basis, the OMol25 dataset).

```
! wB97M-V def2-TZVPD RIJCOSX def2/J DEFGRID3
* xyz 1 1
Ir 0.0179 0.7923 0.9912
F -3.5565 6.6522 1.4307
C -2.5470 5.8014 1.3609
C -1.3176 6.2127 0.8800
F -1.1484 7.4666 0.4898
C -0.2619 5.3132 0.8164
F 0.9036 5.7926 0.3789
C -0.3988 3.9887 1.2007
P 0.9836 2.7544 1.2352
C 1.9878 3.2491 -0.1982
C 3.3022 3.6938 -0.1055
C 4.0051 4.0274 -1.2532
C 3.4013 3.9178 -2.4978
C 2.0918 3.4694 -2.5964
C 1.3877 3.1327 -1.4509
C 1.8338 3.2449 2.7576
C 1.8353 2.3284 3.8067
C 2.4198 2.6570 5.0222
C 3.0017 3.9034 5.1916
C 2.9951 4.8259 4.1517
C 2.4107 4.5042 2.9385
C -1.6520 3.6102 1.6666
Br -1.9380 1.8069 2.1851
C -2.7105 4.4852 1.7660
F -3.8901 4.0911 2.2385
H 3.7839 3.7770 0.8596
H 5.0265 4.3768 -1.1741
H 3.9516 4.1809 -3.3915
H 1.6189 3.3818 -3.5658
H 0.3673 2.7705 -1.5249
H 1.3781 1.3559 3.6612
H 2.4203 1.9400 5.8323
H 3.4602 4.1617 6.1371
H 3.4463 5.7998 4.2886
H 2.4065 5.2318 2.1373
F 7.7280 -1.7605 -2.1078
C 6.7960 -1.2072 -1.3488
C 6.8822 -1.2954 0.0310
F 7.8978 -1.9382 0.5925
C 5.8930 -0.7229 0.8102
F 5.9842 -0.8400 2.1324
C 4.8155 -0.0472 0.2463
S 3.5842 0.6582 1.2940
C 4.7697 0.0519 -1.1416
F 3.7899 0.7178 -1.7472
C 5.7359 -0.5349 -1.9351
F 5.6594 -0.4437 -3.2598
O -1.5574 -0.5098 0.2459
P -2.2335 -1.3370 -0.8418
C -1.4878 -0.9539 -2.4637
C -2.2845 -1.4320 -3.6994
C -1.9138 -2.8175 -4.2287
C -0.4091 -2.9536 -4.4206
C 0.3225 -2.6725 -3.1143
C 0.0143 -1.2657 -2.6055
C -3.9853 -0.8044 -0.9734
C -4.6185 -0.6659 0.4330
C -5.8097 0.2877 0.4096
C -5.3640 1.7192 0.0734
C -4.1564 1.7204 -0.8756
C -4.2106 0.4971 -1.7828
C -2.1625 -3.1536 -0.5929
C -3.4438 -3.8970 -0.1385
C -3.4207 -4.2913 1.3453
C -2.6738 -3.2498 2.1666
C -1.1928 -3.2455 1.7868
C -0.9625 -3.5274 0.2931
H -1.5712 0.1387 -2.4239
H -2.0844 -0.7097 -4.4976
H -3.3593 -1.3819 -3.5186
H -2.4357 -2.9766 -5.1740
H -2.2715 -3.6034 -3.5569
H -0.0774 -2.2384 -5.1813
H -0.1591 -3.9480 -4.7944
H 1.4005 -2.7710 -3.2488
H 0.0417 -3.4232 -2.3684
H 0.4174 -0.5544 -3.3346
H 0.5369 -1.0590 -1.6698
H -4.4847 -1.6206 -1.5062
H -3.8740 -0.2791 1.1337
H -4.9230 -1.6420 0.8097
H -6.3137 0.2673 1.3764
H -6.5411 -0.0672 -0.3214
H -5.1195 2.2583 0.9904
H -6.1940 2.2565 -0.3894
H -3.2206 1.6910 -0.3111
H -4.1353 2.6359 -1.4694
H -3.5225 0.5956 -2.6184
H -5.2062 0.4368 -2.2310
H -1.9334 -3.4934 -1.6026
H -3.5449 -4.7942 -0.7525
H -4.3322 -3.3030 -0.3451
H -2.9239 -5.2582 1.4666
H -4.4426 -4.4253 1.7029
H -2.7832 -3.4374 3.2354
H -3.1029 -2.2619 1.9821
H -0.6730 -4.0125 2.3670
H -0.7558 -2.2865 2.0572
H -0.7751 -4.5947 0.1402
H -0.0647 -3.0122 -0.0568
C 3.1699 -4.9839 -0.6173
S 2.8537 -3.2066 -0.6138
C 2.3481 -2.9224 1.0371
C 1.9371 -1.7177 1.4763
S 1.9181 -0.2978 0.4373
S 1.5829 -1.5530 3.1802
C 1.8569 -3.2107 3.5994
S 1.6390 -3.8328 5.0815
S 2.3825 -4.1819 2.2372
H 3.5714 -5.1948 -1.6066
H 2.2520 -5.5503 -0.4759
H 3.9149 -5.2572 0.1266
*
```

Properties
- energy above the lowest of the compared OMol25 structures with the same formula, charge and spin (kcal/mol) = 5.98
- maximum force (eV Å⁻¹) = 0.704
- LUMO energy (hartree) = -0.110
- E_HOMO (eV) = -10.3
- electronic energy (eV) = -231419.81565



# 2
# C46H46FMoN6O4SSb

A molecular structure, C46H46FMoN6O4SSb in a non-equilibrium geometry (the ωB97M-V functional and the def2-TZVPD basis, the OMol25 dataset).

```
! wB97M-V def2-TZVPD RIJCOSX def2/J DEFGRID3
* xyz 4 1
Mo -0.1438 -0.2876 -0.1705
N -1.5441 1.9039 3.4782
C -0.9367 1.4895 2.3882
S -0.6006 -0.2387 2.1947
N -0.5257 2.2890 1.4505
N 0.1718 1.7831 0.4684
C 1.0103 2.5205 -0.2063
C 2.1010 2.0085 -0.9719
C 2.9751 2.8788 -1.6469
C 4.1696 2.4251 -2.1616
C 4.5343 1.0878 -2.0093
C 3.6804 0.1899 -1.3906
C 2.4593 0.6278 -0.8877
O 1.5527 -0.1644 -0.3258
H -1.7952 1.2579 4.2127
H -1.7395 2.8851 3.6201
H 0.9663 3.5960 -0.0371
H 2.6927 3.9152 -1.7455
H 4.8359 3.1116 -2.6619
H 5.4878 0.7449 -2.3830
H 3.9507 -0.8510 -1.2828
F 2.1987 -0.2302 -6.7533
C 0.9217 -0.0715 -6.3768
C 0.6417 -0.0970 -5.0422
C -0.6825 0.0245 -4.5832
C -0.9760 -0.0167 -3.1751
O -0.0344 -0.1755 -2.3178
C -2.3452 0.1289 -2.8240
C -3.2870 0.3527 -3.8169
N -3.0115 0.3740 -5.1121
C -4.0592 0.6791 -6.0582
C -5.4856 0.3166 -5.7809
C -4.7255 -0.4274 -6.8316
C -1.7110 0.1825 -5.5493
C -1.3986 0.1570 -6.9107
C -0.0848 0.0366 -7.3765
N 0.2328 -0.0480 -8.7045
C 1.3726 0.6242 -9.3076
C 2.0940 -0.3077 -10.2773
N 1.1423 -0.7748 -11.3197
C -0.0347 -1.4234 -10.6884
C -0.7232 -0.4706 -9.7069
C -2.8370 0.0543 -1.4250
O -3.9873 0.1638 -1.1107
O -1.8569 -0.1854 -0.5308
H 1.4478 -0.2301 -4.3352
H -4.3141 0.5157 -3.5175
H -3.8695 1.6125 -6.5763
H -6.2313 1.0282 -6.0925
H -5.7499 -0.2051 -4.8764
H -4.9640 -0.2486 -7.8673
H -4.4367 -1.4446 -6.6209
H -2.1973 0.2580 -7.6252
H 2.0851 0.9598 -8.5571
H 1.0188 1.5141 -9.8474
H 2.4772 -1.1766 -9.7390
H 2.9315 0.2147 -10.7430
H 1.6100 -1.4391 -11.9517
H 0.8373 0.0194 -11.9005
H 0.3169 -2.3067 -10.1523
H -0.7464 -1.7361 -11.4537
H -1.5393 -1.0200 -9.2383
H -1.1446 0.3872 -10.2450
C 2.7528 -3.2505 0.2874
C 2.0348 -4.5502 0.4720
C 2.7735 -5.7196 0.6497
C 2.1512 -6.9346 0.8540
C 0.7688 -7.0157 0.8823
C 0.0147 -5.8686 0.7188
C 0.6531 -4.6543 0.5046
Sb -0.7569 -3.0160 0.3270
C -1.8372 -3.2498 -1.5620
C -3.1606 -2.8258 -1.6044
C -3.9110 -2.9909 -2.7571
C -3.3399 -3.6222 -3.8507
C -2.0204 -4.0385 -3.8017
C -1.2265 -3.8328 -2.6747
C 0.2062 -4.2692 -2.6822
C -1.6220 -3.3204 2.2868
C -0.6375 -3.1984 3.2725
C -0.9673 -3.3809 4.6007
C -2.2814 -3.6766 4.9405
C -3.2452 -3.8018 3.9554
C -2.9388 -3.6397 2.6048
C -3.9960 -3.8383 1.5683
H 3.6340 -3.3915 -0.3329
H 3.0888 -2.8706 1.2529
H 2.0962 -2.5087 -0.1838
H 3.8510 -5.6605 0.6402
H 2.7474 -7.8205 1.0029
H 0.2775 -7.9627 1.0376
H -1.0634 -5.9256 0.7487
H -3.6257 -2.3968 -0.7264
H -4.9385 -2.6612 -2.7837
H -3.9285 -3.8190 -4.7338
H -1.5945 -4.5647 -4.6419
H 0.5306 -4.4826 -3.6975
H 0.3222 -5.1883 -2.1046
H 0.8576 -3.4958 -2.2611
H 0.3886 -2.9671 2.9985
H -0.2088 -3.3023 5.3637
H -2.5492 -3.8275 5.9746
H -4.2615 -4.0453 4.2292
H -4.7826 -4.4854 1.9490
H -3.5692 -4.3012 0.6739
H -4.4628 -2.8848 1.3114
*
```

Properties
- energy above the lowest of the compared OMol25 structures with the same formula, charge and spin (kcal/mol) = 0.00
- maximum force (eV Å⁻¹) = 3.812
- LUMO energy (hartree) = -0.456
- E_HOMO (eV) = -17.3
- electronic energy (eV) = -87488.23083